[1]
{"formula": "C4H5NO", "method": "ωB97M-V/def2-TZVPD", "elements": ["N", "C", "O", "C", "C", "C", "H", "H", "H", "H", "H"], "positions_angstrom": [[-1.93095, -0.71568, -0.03481], [-1.53778, 0.36496, 0.49385], [-0.24273, 0.70439, 0.57330], [0.64751, -0.24841, -0.01347], [2.50287, 1.22391, -0.39364], [2.08330, 0.17428, 0.25148], [-2.94360, -0.78745, 0.01068], [-2.15212, 1.14869, 0.94578], [0.42200, -0.33168, -1.08076], [0.48131, -1.22894, 0.43277], [2.71409, -0.38294, 0.94529]], "forces_ev_per_angstrom": [[-0.004, 0.318, 0.169], [-0.166, -0.176, -0.048], [-0.011, -0.039, 0.075], [-0.014, -0.277, -0.118], [0.042, -0.547, 0.332], [0.069, 0.559, -0.333], [0.072, 0.030, -0.008], [0.057, -0.132, -0.071], [0.105, 0.035, 0.170], [-0.044, 0.021, -0.068], [-0.106, 0.208, -0.100]], "homo_lumo_gap_ha": 0.3657, "mol_weight_g_mol": 83.1, "e_homo_ha": -0.38444, "de_lowest_kcal_mol": 103.45}

[2]
{"formula": "C4H5NO", "method": "ωB97M-V/def2-TZVPD", "elements": ["C", "C", "C", "C", "N", "O", "H", "H", "H", "H", "H"], "positions_angstrom": [[-1.29280, 0.61881, 0.25081], [-0.04082, 1.04370, 0.05039], [-1.22999, -0.86185, 0.28706], [0.88019, -0.07190, -0.29280], [-0.18999, -1.38534, -0.19910], [2.07297, -0.14896, 0.39683], [-2.18177, 1.10795, 0.35662], [0.09584, 2.12086, -0.02100], [-2.08306, -1.58934, 0.53588], [1.20628, -0.10281, -1.30765], [2.76316, -0.73112, -0.05703]], "forces_ev_per_angstrom": [[2.754, -2.233, 0.504], [-1.247, 1.207, -0.189], [-1.762, -1.547, -0.896], [-1.196, -2.068, -0.642], [2.970, 1.552, 1.118], [1.272, -1.160, 0.673], [-1.915, 1.657, 0.410], [0.794, -0.305, -0.057], [0.961, 1.422, -0.338], [-0.772, 0.332, -1.315], [-1.858, 1.143, 0.732]], "smiles": "O[C@@H]1C=CC=N1", "homo_lumo_gap_ha": 0.3632, "mol_weight_g_mol": 83.1, "e_homo_ha": -0.34822, "de_lowest_kcal_mol": 52.87}

[3]
{"formula": "C4H5NO", "method": "ωB97M-V/def2-TZVPD", "elements": ["O", "C", "C", "C", "C", "N", "H", "H", "H", "H", "H"], "positions_angstrom": [[-0.70160, 1.36555, -0.87348], [-0.89475, 0.27633, -0.03633], [-0.37493, -1.03058, -0.51810], [0.30570, -0.35410, 0.65452], [1.57038, 0.32172, 0.49385], [2.55120, 0.92790, 0.37986], [-0.01328, 1.93967, -0.51346], [-1.82086, 0.30082, 0.53830], [-0.92381, -1.93743, -0.28766], [0.14210, -1.01247, -1.47182], [0.15985, -0.79740, 1.63431]], "forces_ev_per_angstrom": [[0.126, 0.113, 0.054], [-0.127, -0.181, 0.130], [-0.031, -0.174, -0.113], [0.104, 0.099, 0.113], [0.793, 0.437, -0.114], [-0.977, -0.593, 0.076], [-0.085, 0.023, -0.008], [0.187, -0.010, -0.125], [0.087, 0.124, -0.056], [-0.074, 0.018, 0.152], [-0.003, 0.145, -0.110]], "smiles": "N#C[C@@H]1C[C@@H]1O", "homo_lumo_gap_ha": 0.4232, "mol_weight_g_mol": 83.1, "e_homo_ha": -0.39344, "de_lowest_kcal_mol": 31.26}